The molecule C5H6ClNS at a distorted geometry. Source: the Open Molecules 2025 dataset; level of theory: ωB97M-V with the def2-TZVPD basis set.

The geometry in ORCA input format:
```
! RIJCOSX wB97M-V def2-TZVPD def2/J DEFGRID3
* xyz 0 1
Cl 3.049 -0.724 -0.488
S -3.277 -0.807 0.053
N -0.175 1.175 -1.179
C -1.734 -0.388 0.081
C 0.046 1.299 0.248
C -1.344 0.956 -0.272
C 2.135 -0.114 0.821
C 1.035 0.517 1.211
H 2.675 -0.431 1.723
H -2.326 1.506 -0.280
H 0.270 0.349 -1.414
H -0.979 -1.182 0.324
H 1.048 0.823 2.329
H 0.316 2.310 0.488
*
```

The orbital gap comes out at 8.544 eV. For the total energy, the calculation gives -30126.214 eV. The value obtained for the HOMO energy is -0.3246 Ha. As for the relative energy (zero: lowest compared OMol25 entry of this formula, charge and spin): 83.0 kcal/mol. As for the SMILES: S=C[C@@H]1N[C@@H]1/C=C\Cl.

A structure of composition C6H19O7Tl2 at a distorted geometry. Source: the Open Molecules 2025 dataset; level of theory: ωB97M-V with the def2-TZVPD basis set.

The geometry in ORCA input format:
```
! RIJCOSX wB97M-V def2-TZVPD def2/J DEFGRID3
* xyz 5 1
Tl 19.720 -1.361 20.629
Tl 13.871 2.974 22.149
O 18.811 3.392 29.025
O 18.300 2.279 22.691
O 22.221 3.047 21.349
O 23.272 0.619 22.881
O 16.249 4.270 18.454
O 19.624 6.028 27.934
O 15.247 6.493 19.557
C 23.061 2.989 22.508
C 23.977 1.727 22.466
C 20.185 4.824 27.579
C 15.948 6.686 18.336
C 16.880 5.527 18.024
C 20.187 3.641 28.706
H 21.316 3.077 21.667
H 16.569 7.579 18.387
H 18.849 6.272 27.423
H 17.818 5.547 18.578
H 20.779 2.801 28.341
H 24.442 1.649 21.483
H 18.699 2.142 23.572
H 16.814 3.517 18.269
H 15.126 6.791 17.628
H 21.241 4.862 27.312
H 19.664 4.531 26.667
H 23.792 0.186 23.562
H 17.039 5.486 16.947
H 24.839 1.884 23.114
H 20.520 4.011 29.676
H 22.331 2.867 23.308
H 18.539 4.190 29.484
H 23.576 3.950 22.502
H 15.772 6.986 20.191
*
```

The orbital gap comes out at 1.772 eV. For the total energy, the calculation gives -30174.920 eV. The value obtained for the HOMO energy is -0.8172 Ha. As for the relative energy (zero: lowest compared OMol25 entry of this formula, charge and spin): 0.0 kcal/mol.

A structure of composition C6H11ClFeN3W at a distorted geometry. Source: the Open Molecules 2025 dataset; level of theory: ωB97M-V with the def2-TZVPD basis set.

The geometry in ORCA input format:
```
! RIJCOSX wB97M-V def2-TZVPD def2/J DEFGRID3
* xyz 0 8
W -0.362 0.154 -0.123
Fe -1.809 -1.752 0.378
Cl -2.673 0.372 -0.506
N 1.862 5.990 0.993
N 0.023 1.911 0.596
N -0.032 4.373 0.603
C 0.327 -1.660 0.276
C 1.011 5.194 0.815
C 0.123 3.128 0.653
C -2.393 -2.061 2.258
C -2.674 -2.940 -0.987
C 0.817 0.414 -1.700
H -3.203 -1.348 2.471
H -2.776 -3.077 2.447
H 1.558 1.183 -1.460
H -1.971 -3.119 -1.813
H 1.342 -0.474 -2.024
H 0.241 0.806 -2.545
H -1.580 -1.870 2.972
H -3.551 -2.413 -1.390
H 0.527 -2.388 -0.550
H -2.990 -3.914 -0.580
H 0.684 -2.117 1.215
*
```

The orbital gap (alpha / beta) comes out at 6.714 / 7.389 eV. For the total energy, the calculation gives -59598.851 eV. The value obtained for the HOMO energy (alpha / beta) is -0.2828 / -0.3625 Ha. As for the relative energy (zero: lowest compared OMol25 entry of this formula, charge and spin): 0.0 kcal/mol.

The molecule C3H3NO3 at a distorted geometry. Source: the Open Molecules 2025 dataset; level of theory: ωB97M-V with the def2-TZVPD basis set.

The geometry in ORCA input format:
```
! RIJCOSX wB97M-V def2-TZVPD def2/J DEFGRID3
* xyz 0 1
O 1.629 -0.097 0.967
O 3.717 0.055 0.130
O 2.048 -0.405 -1.184
N 2.597 -0.161 -0.178
C 0.371 -0.061 0.597
C -2.164 0.120 -0.044
C -0.693 0.106 0.057
H -2.613 -0.712 0.616
H -2.340 0.063 -1.139
H -2.552 1.092 0.177
*
```

The orbital gap comes out at 9.850 eV. For the total energy, the calculation gives -10785.310 eV. The value obtained for the HOMO energy is -0.3570 Ha. As for the relative energy (zero: lowest compared OMol25 entry of this formula, charge and spin): 170.4 kcal/mol. As for the SMILES: CC#CO[N+](=O)[O-].

A structure of composition C3H3O3Yb at a distorted geometry. Source: the Open Molecules 2025 dataset; level of theory: ωB97M-V with the def2-TZVPD basis set.

The geometry in ORCA input format:
```
! RIJCOSX wB97M-V def2-TZVPD def2/J DEFGRID3
* xyz 1 3
Yb -4.438 0.731 -5.529
O -5.760 -1.240 -4.791
O -4.623 -0.095 -3.367
O -6.244 -1.493 -2.599
C -3.374 -0.092 0.264
C -5.569 -0.962 -3.451
C -3.174 -0.011 1.498
H -2.227 -0.442 0.549
H -6.392 -1.960 -4.959
H -3.768 -0.156 -0.829
*
```

The orbital gap (alpha / beta) comes out at 6.741 / 3.730 eV. For the total energy, the calculation gives -40818.062 eV. The value obtained for the HOMO energy (alpha / beta) is -0.4633 / -0.4633 Ha. As for the relative energy (zero: lowest compared OMol25 entry of this formula, charge and spin): 69.6 kcal/mol.

The molecule C2ClN5 at a distorted geometry. Source: the Open Molecules 2025 dataset; level of theory: ωB97M-V with the def2-TZVPD basis set.

The geometry in ORCA input format:
```
! RIJCOSX wB97M-V def2-TZVPD def2/J DEFGRID3
* xyz 0 1
Cl 2.599 0.455 -0.028
N -1.434 2.514 0.054
N 0.872 -0.167 0.013
N 0.905 -1.486 0.071
N -1.196 -0.975 -0.054
N -0.261 -1.954 -0.006
C -0.982 1.455 -0.054
C -0.504 0.158 0.003
*
```

The orbital gap comes out at 9.469 eV. For the total energy, the calculation gives -22042.633 eV. The value obtained for the HOMO energy is -0.4260 Ha. As for the relative energy (zero: lowest compared OMol25 entry of this formula, charge and spin): 9.0 kcal/mol. As for the SMILES: N#Cc1nnnn1Cl.